Here is a 9-piece molecular cluster, C37H76NO11S overall from OMol25. Energies are from ωB97M-V/def2-TZVPD.

Atoms and positions in Å:
H 1.65708 2.57539 -2.42806
H 0.69801 -2.97006 0.94268
H -1.33560 -0.09893 -0.30569
C 2.58293 -0.95635 3.24182
C 5.85184 2.51995 -3.83979
H -3.91275 4.40597 0.20145
H 1.13480 -4.59047 0.38741
C -1.82074 6.36196 -5.97746
H 4.40996 1.70859 4.10310
C -4.61177 6.86444 2.30187
H 6.05830 0.03453 4.42050
C 0.73743 1.25326 -5.35068
C 1.14007 -3.53579 0.11579
H 2.41469 1.12462 2.70377
C 5.01054 -0.21468 4.47048
C 1.70908 -1.15898 6.11835
H -2.24884 -6.90477 0.29177
C -6.83587 -6.36130 2.02311
C 1.72781 2.11427 -4.58004
H 0.01164 -8.27533 2.64918
H -5.69332 5.93974 0.67611
H -5.49501 7.41495 2.61961
H -7.09457 -7.30687 2.49593
H 5.65055 -0.44304 -4.90582
H -1.39427 6.93987 -6.79989
H -2.78954 5.98228 -6.29616
C -1.40951 -6.42673 0.79605
C -0.84389 5.27428 -5.54029
H -4.47526 7.08784 0.11379
N 4.27215 0.80063 3.65767
H 1.95749 -1.00999 2.35953
H 0.92700 6.49918 -5.26020
C 1.01269 -1.88955 -1.57158
H -0.35938 -6.27126 3.96057
C 1.34770 1.80767 -3.13774
H -2.56128 2.30845 0.07736
H -2.66834 5.58111 0.67004
C -1.20263 2.51848 1.77513
O -0.26992 1.57111 2.33590
H -0.84594 2.30139 -0.34531
C -5.39920 -5.93968 2.29527
H 1.55255 3.17248 -4.79198
H -2.18184 -5.06941 2.32323
C -3.67451 5.21062 0.89815
C 2.80396 0.53325 3.52015
C 0.26869 -7.33385 2.15208
H 5.18210 3.36481 -3.67376
H 4.66406 0.87850 2.71724
C -4.69597 6.33846 0.87150
C 5.38124 0.24257 -4.10295
H -1.11159 -5.54700 0.21279
H 1.79093 0.85676 -2.82750
H 2.72013 -1.18567 6.50457
O -0.63317 7.11219 -4.06946
C 4.74130 -1.62272 3.92429
H 3.14354 -3.78075 -0.69000
H 5.40603 1.82668 -1.84418
C -0.16643 1.67317 -3.23707
H -6.53170 -4.29732 0.09064
C 0.39632 -3.22499 -1.18001
O -4.99781 -5.12242 1.19277
H -1.36510 4.52055 -4.94473
H 0.48281 1.67198 -6.32409
H 6.39273 -0.37736 -2.26741
H 1.03647 -1.77590 6.69624
H -0.57910 0.99407 -2.48754
H 0.48829 -1.05225 -1.09383
H 1.33583 -0.14381 6.13769
H 3.07308 -2.67088 0.68867
C -0.28301 0.37642 1.55032
C -1.47429 0.46838 0.61357
H -0.65926 2.64691 -3.12845
C -4.40546 5.57921 3.09069
H -5.43743 -5.36466 -0.80827
H -5.36197 5.11214 3.34609
H 4.43768 -0.09574 -3.65915
H -2.37047 0.09570 1.11231
O 5.18690 1.55016 -4.65129
O 0.22964 -1.61368 4.06672
H 6.73575 2.87904 -4.37623
C -1.57688 1.97833 0.40071
H 1.35473 -7.27660 2.06503
O 2.36452 -1.90837 -1.09116
C 2.53675 -3.01352 -0.19882
S 1.57715 -1.83772 4.48453
H 2.76440 1.88532 -4.81988
O -0.44480 1.17051 -4.54260
H 0.61751 -3.98203 -1.93415
C -1.71638 -6.04947 2.23747
H -7.85329 -6.32465 0.06822
H 2.28742 0.87592 4.40648
H 7.45556 0.29678 -3.50706
H -6.41139 -7.34154 0.14449
H 7.10952 2.25028 -2.07090
H -0.73348 3.50116 1.73269
H -5.29043 -5.37194 3.22013
C -0.33510 -6.14026 2.87992
H -2.38790 -6.78493 2.68485
H 5.63928 -2.02318 3.47818
C -6.85642 -6.40866 0.49683
H 1.01762 -1.72241 -2.64874
H -4.73478 -6.80943 2.34172
H -0.68424 -3.16997 -1.06105
H -2.67639 6.84502 -4.03684
H -2.07325 2.58190 2.42934
H 0.23815 -5.23551 2.66085
O -3.67935 4.69149 2.23233
C -5.96038 -5.23042 0.13892
H 4.65491 -0.12893 5.48743
H 4.44291 -2.31072 4.70845
H 0.65912 0.33995 0.97429
H -0.34886 4.76905 -6.36838
H -3.74445 7.51903 2.41091
O 3.75670 -1.60258 2.90432
O 1.94728 -3.21573 4.51483
H 1.12513 0.23984 -5.49926
C -1.90528 7.21855 -4.71923
H -2.11027 8.26786 -4.93033
H 0.56793 5.44627 -3.87717
H -7.52851 -5.59852 2.38485
H -0.31558 -0.48492 2.21232
H -3.83784 5.72876 4.00935
C 0.12066 6.05612 -4.66508
C 6.46896 0.37922 -3.04709
O -0.30561 -7.33636 0.84307
C 6.23956 1.80517 -2.55212

Summary:
relative energy (zero: lowest compared OMol25 entry of this formula, charge and spin) = 8.6 kcal/mol
lowest unoccupied orbital energy = -3.624 eV
highest occupied orbital energy = -10.7 eV
total charge = +1
2S+1 = 1